Entry from the Open Molecules 2025 dataset: an isolated molecule of C7H14N2O at a distorted geometry (ωB97M-V with the def2-TZVPD basis set).

Summary:
* SMILES string: C[C@@H]1CCC[C@H](C)N1N=O
* relative energy (zero: lowest compared OMol25 entry of this formula, charge and spin): 66.4 kcal/mol
* total charge: 0
* electronic energy: -459.7730 Ha
* Kohn-Sham gap: 0.363 Ha
* M: 142.2 g/mol
* maximum force: 4.9 eV/A

Last column: Löwdin charge in e.
Cartesian coordinates (Å):
C 0.148 0.728 1.971  -0.04
C 0.986 0.121 0.868  -0.36
C 1.356 1.074 -0.240  -0.19
C 0.186 1.509 -1.084  -0.14
C -0.207 0.151 -1.797  -0.11
C -0.617 -1.041 -0.816  -0.30
C -2.057 -0.864 -0.325  -0.07
N 0.393 -1.086 0.270  -0.09
N 0.654 -2.319 0.758  -0.03
O 1.659 -2.459 1.483  -0.08
H 0.041 -0.009 2.824  0.11
H 0.594 1.635 2.451  0.10
H -0.819 0.971 1.707  0.03
H 1.900 -0.319 1.270  0.13
H 2.134 0.471 -0.716  0.12
H 1.913 1.901 0.306  0.14
H -0.578 1.826 -0.374  0.11
H 0.475 2.134 -1.832  0.07
H 0.690 -0.260 -2.286  0.11
H -0.948 0.375 -2.584  0.11
H -0.578 -2.060 -1.235  0.13
H -2.790 -0.797 -1.205  0.10
H -2.224 0.038 0.204  0.04
H -2.311 -1.720 0.382  0.10

---

Entry from the Open Molecules 2025 dataset: a cluster of 2 separate species, C7H14N2O2S in total at a distorted geometry (ωB97M-V with the def2-TZVPD basis set).

Summary:
* relative energy (zero: lowest compared OMol25 entry of this formula, charge and spin): 123.1 kcal/mol
* total charge: 0
* electronic energy: -933.1047 Ha
* Kohn-Sham gap (alpha / beta): 0.271 / 0.270 Ha
* M: 190.3 g/mol
* maximum force: 2.7 eV/A

Last column: Löwdin charge in e.
Cartesian coordinates (Å):
C 1.405 1.434 -1.195  -0.12
C 0.710 -0.925 -1.695  -0.11
C 1.050 1.185 0.301  -0.12
C 0.290 -1.155 -0.210  -0.13
C -0.876 0.746 -1.062  -0.08
C 0.377 0.563 -1.944  -0.28
C -0.097 0.245 0.112  -0.17
N -2.945 -0.947 3.603  -0.23
N -1.489 0.726 2.211  -0.23
O -0.684 -1.740 2.598  -0.25
O -2.613 -1.461 1.231  -0.22
S -1.957 -0.660 2.469  0.49
H 1.280 2.484 -1.455  0.12
H 2.431 1.145 -1.424  0.11
H 1.768 -1.130 -1.851  0.11
H 0.135 -1.565 -2.364  0.12
H 1.870 0.737 0.859  0.12
H 0.744 2.100 0.799  0.12
H -0.556 -1.834 -0.136  0.11
H 1.100 -1.533 0.408  0.12
H -1.203 1.777 -0.971  0.13
H -1.708 0.106 -1.341  0.13
H 0.276 0.819 -2.998  0.14
H -2.928 -0.220 4.292  -0.01
H 0.012 -1.339 3.116  0.06
H -3.165 -2.106 1.678  0.06

---

Entry from the Open Molecules 2025 dataset: an isolated molecule of C7H14N2O4 at a distorted geometry (ωB97M-V with the def2-TZVPD basis set).

Summary:
* SMILES string: C[C@H](N)C(=O)N[C@H](C(=O)O)[C@@H](C)O
* relative energy (zero: lowest compared OMol25 entry of this formula, charge and spin): 4.9 kcal/mol
* total charge: 0
* electronic energy: -685.6210 Ha
* Kohn-Sham gap: 0.372 Ha
* M: 190.2 g/mol
* maximum force: 3.2 eV/A

Last column: Löwdin charge in e.
Cartesian coordinates (Å):
C -2.657 -0.287 2.050  -0.04
C -1.162 0.078 2.252  -0.40
N -0.955 0.939 3.392  0.04
C -0.621 0.704 0.994  -0.51
O -0.484 1.881 0.798  0.09
N -0.337 -0.205 0.047  0.12
C 0.122 0.141 -1.302  -0.16
C -0.106 -0.984 -2.199  -0.52
O -0.123 -2.091 -1.800  0.14
O -0.315 -0.741 -3.516  0.13
C 1.647 0.563 -1.282  -0.38
C 2.612 -0.580 -0.897  -0.03
O 1.893 1.041 -2.558  -0.02
H -3.025 -0.802 2.934  0.08
H -3.317 0.625 1.961  0.10
H -2.842 -0.838 1.154  0.06
H -0.582 -0.841 2.252  0.13
H -0.094 1.450 3.259  0.07
H -1.721 1.686 3.287  0.11
H -0.401 -1.185 0.244  0.13
H -0.453 0.995 -1.671  0.17
H -0.126 -1.568 -3.991  0.13
H 1.810 1.355 -0.454  0.17
H 2.225 -0.945 0.088  0.09
H 3.618 -0.189 -0.784  0.08
H 2.549 -1.444 -1.585  0.09
H 2.844 1.239 -2.672  0.12

---

What did the second record say?
Entry from the Open Molecules 2025 dataset: a cluster of 2 separate species, C7H14N2O2S in total at a distorted geometry (ωB97M-V with the def2-TZVPD basis set).

Summary:
* relative energy (zero: lowest compared OMol25 entry of this formula, charge and spin): 123.1 kcal/mol
* total charge: 0
* electronic energy: -933.1047 Ha
* Kohn-Sham gap (alpha / beta): 0.271 / 0.270 Ha
* M: 190.3 g/mol
* maximum force: 2.7 eV/A

Last column: Löwdin charge in e.
Cartesian coordinates (Å):
C 1.405 1.434 -1.195  -0.12
C 0.710 -0.925 -1.695  -0.11
C 1.050 1.185 0.301  -0.12
C 0.290 -1.155 -0.210  -0.13
C -0.876 0.746 -1.062  -0.08
C 0.377 0.563 -1.944  -0.28
C -0.097 0.245 0.112  -0.17
N -2.945 -0.947 3.603  -0.23
N -1.489 0.726 2.211  -0.23
O -0.684 -1.740 2.598  -0.25
O -2.613 -1.461 1.231  -0.22
S -1.957 -0.660 2.469  0.49
H 1.280 2.484 -1.455  0.12
H 2.431 1.145 -1.424  0.11
H 1.768 -1.130 -1.851  0.11
H 0.135 -1.565 -2.364  0.12
H 1.870 0.737 0.859  0.12
H 0.744 2.100 0.799  0.12
H -0.556 -1.834 -0.136  0.11
H 1.100 -1.533 0.408  0.12
H -1.203 1.777 -0.971  0.13
H -1.708 0.106 -1.341  0.13
H 0.276 0.819 -2.998  0.14
H -2.928 -0.220 4.292  -0.01
H 0.012 -1.339 3.116  0.06
H -3.165 -2.106 1.678  0.06

---

Please write out number 2 again, unchanged.
Entry from the Open Molecules 2025 dataset: a cluster of 2 separate species, C7H14N2O2S in total at a distorted geometry (ωB97M-V with the def2-TZVPD basis set).

Summary:
* relative energy (zero: lowest compared OMol25 entry of this formula, charge and spin): 123.1 kcal/mol
* total charge: 0
* electronic energy: -933.1047 Ha
* Kohn-Sham gap (alpha / beta): 0.271 / 0.270 Ha
* M: 190.3 g/mol
* maximum force: 2.7 eV/A

Last column: Löwdin charge in e.
Cartesian coordinates (Å):
C 1.405 1.434 -1.195  -0.12
C 0.710 -0.925 -1.695  -0.11
C 1.050 1.185 0.301  -0.12
C 0.290 -1.155 -0.210  -0.13
C -0.876 0.746 -1.062  -0.08
C 0.377 0.563 -1.944  -0.28
C -0.097 0.245 0.112  -0.17
N -2.945 -0.947 3.603  -0.23
N -1.489 0.726 2.211  -0.23
O -0.684 -1.740 2.598  -0.25
O -2.613 -1.461 1.231  -0.22
S -1.957 -0.660 2.469  0.49
H 1.280 2.484 -1.455  0.12
H 2.431 1.145 -1.424  0.11
H 1.768 -1.130 -1.851  0.11
H 0.135 -1.565 -2.364  0.12
H 1.870 0.737 0.859  0.12
H 0.744 2.100 0.799  0.12
H -0.556 -1.834 -0.136  0.11
H 1.100 -1.533 0.408  0.12
H -1.203 1.777 -0.971  0.13
H -1.708 0.106 -1.341  0.13
H 0.276 0.819 -2.998  0.14
H -2.928 -0.220 4.292  -0.01
H 0.012 -1.339 3.116  0.06
H -3.165 -2.106 1.678  0.06